[1]
The following is a quantum chemistry calculation of a structure of composition C2H8InN4O2, from the OMol25 dataset.

The geometry in XYZ format:
```
17
Properties=species:S:1:pos:R:3:lowdin_charge:R:1
In 1.82661 2.23886 1.12519 1.335
C 1.80595 -0.30366 -1.97903 -0.642
O 1.37214 0.27313 -0.94875 -0.002
N 1.82294 -1.54592 -2.16220 0.364
N 2.30946 0.17768 -3.02600 0.310
H 1.81269 -2.00644 -3.06104 0.193
H 1.41840 -2.12454 -1.43994 0.182
H 2.80442 -0.33789 -3.73965 0.186
H 2.36618 1.17376 -3.18324 0.178
C -1.65585 0.38269 2.29847 -0.607
O -0.63450 0.87938 1.91562 0.052
N -2.43421 0.95069 3.17713 0.385
N -2.23788 -0.62927 1.66628 0.360
H -2.09766 1.81506 3.57675 0.181
H -3.44180 0.88908 3.14456 0.183
H -3.15619 -0.98598 1.88892 0.177
H -1.88077 -0.84667 0.74687 0.167
```

As for the total charge: +3. The value obtained for the energy above the lowest of the compared OMol25 structures with the same formula, charge and spin is 61.73 kcal per mole. As for the HOMO energy: -21.1 eV. For the frontier orbital gap, the calculation gives 2.68 eV. The LUMO energy comes out at -18.4 eV.

=====

[2]
The following is a quantum chemistry calculation of a structure of composition C10H6N2O4Ru, from the OMol25 dataset.

The geometry in XYZ format:
```
23
Properties=species:S:1:pos:R:3:lowdin_charge:R:1
Ru -0.45958 1.80379 -0.59811 1.177
C 0.74291 2.47235 -1.93690 -0.083
O 1.42660 2.90648 -2.76738 0.297
C -1.66255 3.24905 -0.47288 -0.143
O -2.47431 4.07002 -0.38802 0.307
C -0.01887 2.06620 1.23566 -0.129
O 0.10847 2.23793 2.38349 0.269
C -1.90697 0.83672 -1.47063 -0.133
O -2.81194 0.41775 -2.04729 0.273
H -3.72916 0.29413 2.87177 0.006
H -3.92927 1.02821 2.80325 0.008
N -0.85810 -4.63895 0.04336 0.411
C -0.13564 -3.72438 0.06465 0.030
C 0.66237 -2.52938 0.05519 -0.076
C 2.04086 -2.51623 0.26337 0.107
C 2.69724 -1.31387 0.18889 0.087
C 1.97899 -0.14238 -0.08921 0.004
N 0.64105 -0.13767 -0.22605 -0.057
C -0.01884 -1.30764 -0.14730 0.035
H 2.59836 -3.41931 0.45012 0.171
H 3.75591 -1.21417 0.34317 0.157
H 2.45882 0.82079 -0.24266 0.142
H -1.10633 -1.25945 -0.31650 0.141
```

As for the spin multiplicity: 6. As for the total charge: +3. As for the HOMO energy (alpha / beta): -19.7 / -22.0 eV. For the frontier orbital gap (alpha / beta), the calculation gives 7.09 / 5.28 eV. The LUMO energy (alpha / beta) comes out at -12.6 / -16.7 eV.

=====

[3]
The following is a quantum chemistry calculation of a structure of composition C33H51BrN8O4Rb, from the OMol25 dataset.

The geometry in XYZ format:
```
98
Properties=species:S:1:pos:R:3:lowdin_charge:R:1
Rb -0.61643 0.30573 -0.48484 1.116
C -1.86713 3.83200 -0.91896 -0.078
O -2.19261 2.45042 -0.86214 -0.338
C -3.56851 2.21372 -0.60527 -0.198
C -3.92185 0.81902 -1.07306 -0.170
O -3.15582 -0.18933 -0.41774 -0.306
C -3.75254 -0.74627 0.74294 -0.182
C -2.79078 -1.76066 1.32724 -0.185
O -1.65842 -1.17852 1.96828 -0.267
C -1.93666 -0.74918 3.29268 -0.079
H -2.42249 4.32898 -1.71784 0.100
H -0.80175 3.90832 -1.12648 0.095
H -2.08791 4.32846 0.03100 0.093
H -4.19004 2.92756 -1.15632 0.138
H -3.77582 2.34162 0.46497 0.136
H -3.69711 0.73423 -2.13691 0.142
H -4.99201 0.64516 -0.92949 0.139
H -4.68507 -1.25600 0.47687 0.142
H -3.98834 0.03356 1.47622 0.130
H -2.40416 -2.37912 0.51541 0.136
H -3.32533 -2.40847 2.02878 0.136
H -2.33613 -1.57289 3.89069 0.101
H -2.64723 0.08188 3.31338 0.092
H -0.99909 -0.41349 3.73337 0.081
Br 7.20443 -1.42204 -6.25751 0.734
C 5.39228 -1.35983 -6.80433 -0.695
C 4.86643 -2.40543 -7.54135 -0.119
C 3.53528 -2.35581 -7.93050 -0.039
C 2.73388 -1.29296 -7.54804 -0.285
C 3.28779 -0.22291 -6.85064 -0.019
C 4.62033 -0.25393 -6.47747 -0.112
N 1.37681 -1.27306 -8.02921 0.076
N 0.41989 -1.04847 -7.27587 0.078
C 0.59573 -0.90611 -5.85908 -0.259
C 0.05622 0.21125 -5.28413 -0.036
C 0.25143 0.51993 -3.93136 -0.032
C 1.00895 -0.29653 -3.08320 -0.439
O 1.27825 0.00581 -1.86721 -0.380
C 1.44755 -1.56529 -3.65853 -0.120
N 2.06429 -2.44807 -2.82565 0.084
C 2.44062 -3.61698 -3.29132 -0.126
C 2.21558 -4.02598 -4.61464 -0.037
C 1.61265 -3.15067 -5.47082 0.000
C 1.23451 -1.86610 -5.02319 -0.101
H 5.48957 -3.24275 -7.82310 0.104
H 3.11153 -3.15276 -8.52927 0.120
H 2.67647 0.63307 -6.59903 0.121
H 5.05631 0.57502 -5.93748 0.103
H -0.48956 0.89692 -5.92313 0.119
H -0.12064 1.46078 -3.53998 0.100
H 2.94096 -4.28275 -2.59382 0.105
H 2.51470 -5.01359 -4.93720 0.109
H 1.40912 -3.43730 -6.49433 0.115
N 4.80556 -1.14876 1.33166 0.041
C 4.45420 -2.36434 2.08781 -0.355
C 3.93667 -3.42032 1.10771 -0.101
C 2.53908 -3.08906 0.60792 -0.271
N 2.58767 -1.81596 -0.17786 0.175
C 1.56208 -2.98327 1.77312 -0.097
C 1.96069 -1.90757 2.77856 -0.353
N 1.65653 -0.59005 2.19453 0.071
C 3.42991 -2.06194 3.19011 -0.097
H 5.67013 -1.28992 0.82063 0.099
H 4.95869 -0.36564 1.95517 0.088
H 3.46348 -1.31727 0.04031 0.110
H 5.33616 -2.77852 2.58758 0.139
H 3.89539 -4.38851 1.61077 0.131
H 4.63345 -3.52542 0.27155 0.128
H 2.18717 -3.86449 -0.07306 0.143
H 1.87791 -1.16080 0.14124 0.075
H 2.45015 -1.96396 -1.21633 0.088
H 1.53820 -3.95666 2.26907 0.133
H 0.54775 -2.78449 1.41398 0.115
H 1.37402 -2.07063 3.69045 0.137
H 2.11316 0.17234 2.68299 0.059
H 0.66511 -0.39378 2.28763 0.035
H 3.47234 -2.89437 3.89679 0.127
H 3.74795 -1.17811 3.75265 0.119
C -0.11871 2.87705 2.94917 -0.154
C -0.12113 4.39570 3.28293 -0.147
N 1.24896 4.85541 3.49606 -0.160
C 1.84770 4.08752 4.58737 -0.147
C 1.88033 2.57868 4.21339 -0.157
N 1.25563 2.36992 2.90099 -0.186
C 2.00247 3.13241 1.89251 -0.146
C 2.02710 4.63851 2.27593 -0.144
H -0.57700 2.69266 1.97455 0.099
H -0.66757 2.30000 3.69772 0.110
H -0.70199 4.60508 4.18244 0.118
H -0.55187 4.98044 2.46763 0.111
H 1.26010 4.26013 5.49026 0.118
H 2.85160 4.47328 4.76936 0.118
H 1.34506 1.97243 4.94811 0.114
H 2.90701 2.20685 4.16262 0.111
H 1.52069 2.97444 0.92433 0.111
H 3.01029 2.71823 1.82309 0.115
H 1.60680 5.25868 1.48232 0.116
H 3.04556 4.98416 2.45718 0.118
```

As for the total charge: +1. The value obtained for the energy above the lowest of the compared OMol25 structures with the same formula, charge and spin is 26.71 kcal per mole. As for the HOMO energy: -8.8 eV. For the frontier orbital gap, the calculation gives 6.78 eV. The LUMO energy comes out at -2.0 eV.

=====

Sequential F_max output: 8.60 9.93 1.56 eV/A
Sequential total energy output: -17396.29558 -24177.28332 -125850.50130 eV